[1]
Density functional theory data (ωB97M-V/def2-TZVPD) for one molecule with the formula C3H3NO2.

Positions of all 9 atoms, in Å:
1 O 0.399 1.767 -1.588
2 C 0.235 0.895 -0.782
3 N -0.834 0.672 0.104
4 C -0.690 -0.371 0.973
5 C 0.541 -0.910 0.483
6 O 1.117 -0.148 -0.533
7 H -1.635 1.288 0.088
8 H -0.367 -1.679 0.216
9 H 1.233 -1.514 1.040

Computed properties:
**Charge**: 0
**HOMO**: -0.3651 hartree
**LUMO level**: 0.69 eV
**Maximum force**: 1.5 eV Å⁻¹
**ΔE to the lowest compared entry with this formula, charge and spin**: 63.9 kcal per mole
**Kohn-Sham gap**: 10.62 eV

=====

[2]
Density functional theory data (ωB97M-V/def2-TZVPD) for one molecule with the formula C2H5IN2.

Positions of all 10 atoms, in Å:
1 I 2.640 -0.069 -0.072
2 C 0.513 -0.014 -0.581
3 C -0.407 -0.842 0.288
4 N -0.873 0.419 0.893
5 N -0.236 1.181 -0.235
6 H 0.733 -0.148 -1.851
7 H -1.123 -1.337 -0.431
8 H 0.216 -1.552 1.080
9 H -1.951 0.504 0.878
10 H 0.488 1.858 0.032

Computed properties:
**Charge**: 0
**HOMO**: -0.3232 hartree
**LUMO level**: 0.42 eV
**Maximum force**: 4.7 eV Å⁻¹
**ΔE to the lowest compared entry with this formula, charge and spin**: 41.7 kcal per mole
**Kohn-Sham gap**: 9.22 eV

=====

[3]
Density functional theory data (ωB97M-V/def2-TZVPD) for one molecule with the formula C5H6N2O.

Positions of all 14 atoms, in Å:
1 C -0.013 2.090 -2.383
2 C 0.147 1.175 -1.679
3 C 0.105 -0.163 -0.853
4 N 1.140 -0.901 -0.655
5 C 1.094 -1.398 0.782
6 C -0.049 -0.647 1.599
7 N -0.779 -0.221 0.266
8 O -1.617 0.928 0.231
9 H 0.142 2.936 -3.096
10 H 2.020 -1.376 1.243
11 H 0.508 -2.488 0.701
12 H 0.419 0.224 2.181
13 H -0.852 -1.115 2.286
14 H -2.267 0.957 -0.624

Computed properties:
**Charge**: 0
**HOMO**: -0.3172 hartree
**LUMO level**: 0.51 eV
**Maximum force**: 7.8 eV Å⁻¹
**ΔE to the lowest compared entry with this formula, charge and spin**: 150.9 kcal per mole
**Kohn-Sham gap**: 9.14 eV

=====

[4]
Density functional theory data (ωB97M-V/def2-TZVPD) for a 6-piece molecular cluster, C51H72BrF3N6O3P overall.

Positions of all 137 atoms, in Å:
1 C 6.449 -0.506 2.950
2 C 6.803 -1.025 1.522
3 C 7.590 0.028 0.690
4 C 6.601 1.215 0.286
5 C 5.730 0.735 -0.931
6 C 4.330 1.409 -1.007
7 C 3.429 1.096 0.244
8 C 3.235 2.368 1.124
9 C 2.174 2.150 2.280
10 C 0.812 1.558 1.868
11 C 0.136 2.019 0.713
12 C 0.636 3.228 -0.121
13 C 1.455 2.862 -1.397
14 C -1.110 1.446 0.214
15 C -1.712 2.031 -1.083
16 C -2.734 3.163 -0.835
17 O -3.641 3.446 -1.576
18 O -2.480 3.882 0.290
19 C -1.754 0.386 0.880
20 C -3.050 -0.145 0.268
21 C -4.376 0.558 0.834
22 C -5.254 1.177 -0.299
23 Br -3.989 1.871 2.275
24 C -1.139 -0.063 2.122
25 C -1.747 -1.102 2.904
26 C -3.000 -1.909 2.591
27 C -2.550 -3.148 1.705
28 O -1.422 -2.816 0.922
29 C -0.769 -3.978 0.428
30 C 0.763 -3.638 0.357
31 F 0.951 -2.334 0.653
32 F 1.226 -3.867 -0.889
33 F 1.449 -4.349 1.276
34 N -1.201 -1.499 4.056
35 C -0.080 -0.936 4.591
36 C 0.581 0.067 3.925
37 P 2.007 0.707 4.943
38 C 3.319 -0.608 4.978
39 C 1.499 0.963 6.720
40 C 0.107 0.537 2.615
41 H 6.013 -1.330 3.547
42 H 7.369 -0.113 3.420
43 H 5.696 0.304 2.918
44 H 5.882 -1.268 0.956
45 H 7.372 -1.968 1.619
46 H 7.932 -0.440 -0.251
47 H 8.409 0.481 1.276
48 H 7.180 2.130 0.073
49 H 5.986 1.422 1.182
50 H 6.266 1.019 -1.860
51 H 5.651 -0.369 -0.954
52 H 3.848 0.992 -1.911
53 H 4.412 2.507 -1.100
54 H 3.925 0.318 0.859
55 H 2.435 0.711 -0.057
56 H 3.114 3.309 0.573
57 H 4.194 2.485 1.675
58 H 2.700 1.289 2.734
59 H 2.115 3.010 2.961
60 H -0.211 3.853 -0.451
61 H 1.170 3.869 0.603
62 H 2.436 3.358 -1.360
63 H 0.928 3.245 -2.293
64 H 1.595 1.781 -1.555
65 H -0.942 2.514 -1.715
66 H -2.107 1.255 -1.755
67 H -3.206 4.508 0.442
68 H -3.131 0.023 -0.819
69 H -3.159 -1.239 0.320
70 H -5.034 -0.179 1.329
71 H -6.107 0.487 -0.471
72 H -4.737 1.271 -1.264
73 H -5.704 2.134 0.015
74 H -3.844 -1.359 2.176
75 H -3.402 -2.391 3.508
76 H -2.351 -4.001 2.389
77 H -3.435 -3.437 1.094
78 H -1.179 -4.293 -0.547
79 H -0.864 -4.837 1.120
80 H -1.617 -2.252 4.596
81 H 0.253 -1.313 5.565
82 H 4.196 -0.328 4.372
83 H 3.651 -0.794 6.019
84 H 2.953 -1.575 4.580
85 H 1.635 0.040 7.316
86 H 2.211 1.700 7.138
87 H 0.490 1.398 6.804
88 N -7.815 -1.694 2.805
89 C -8.654 -2.771 2.681
90 C -9.707 -2.396 1.889
91 C -9.494 -1.042 1.515
92 C -8.320 -0.638 2.091
93 H -6.964 -1.680 3.335
94 H -8.430 -3.706 3.168
95 H -10.538 -3.022 1.607
96 H -10.132 -0.436 0.892
97 H -7.802 0.307 2.058
98 N -13.387 -4.431 1.305
99 C -13.453 -5.214 0.184
100 C -13.788 -4.410 -0.873
101 C -13.925 -3.088 -0.372
102 C -13.669 -3.133 0.973
103 H -13.166 -4.758 2.228
104 H -13.259 -6.273 0.236
105 H -13.920 -4.733 -1.892
106 H -14.181 -2.205 -0.935
107 H -13.664 -2.358 1.721
108 N 2.106 -1.542 -3.231
109 C 3.396 -1.568 -3.688
110 C 3.532 -0.578 -4.626
111 C 2.277 0.075 -4.736
112 C 1.418 -0.540 -3.862
113 H 1.724 -2.163 -2.540
114 H 4.103 -2.288 -3.309
115 H 4.433 -0.347 -5.172
116 H 2.031 0.902 -5.384
117 H 0.381 -0.354 -3.636
118 N 0.960 4.016 -5.610
119 C 2.252 3.993 -6.065
120 C 2.387 4.984 -7.000
121 C 1.129 5.635 -7.111
122 C 0.271 5.018 -6.241
123 H 0.579 3.395 -4.921
124 H 2.960 3.275 -5.684
125 H 3.287 5.217 -7.544
126 H 0.883 6.461 -7.757
127 H -0.767 5.202 -6.017
128 N 10.415 -1.090 -4.239
129 C 9.139 -1.479 -4.544
130 C 8.281 -0.654 -3.869
131 C 9.062 0.270 -3.133
132 C 10.378 -0.022 -3.383
133 H 11.251 -1.522 -4.589
134 H 8.954 -2.305 -5.211
135 H 7.204 -0.706 -3.901
136 H 8.697 1.057 -2.492
137 H 11.286 0.434 -3.026

Computed properties:
**Charge**: +1
**HOMO**: -0.3469 hartree
**LUMO level**: -3.75 eV
**Maximum force**: 2.3 eV Å⁻¹
**Kohn-Sham gap**: 5.68 eV

=====

Number 1 is which compound?
C3H3NO2

=====

The highest LUMO level belongs to which entry?
C3H3NO2

=====

Please write out number 1 again, unchanged.
Density functional theory data (ωB97M-V/def2-TZVPD) for one molecule with the formula C3H3NO2.

Positions of all 9 atoms, in Å:
1 O 0.399 1.767 -1.588
2 C 0.235 0.895 -0.782
3 N -0.834 0.672 0.104
4 C -0.690 -0.371 0.973
5 C 0.541 -0.910 0.483
6 O 1.117 -0.148 -0.533
7 H -1.635 1.288 0.088
8 H -0.367 -1.679 0.216
9 H 1.233 -1.514 1.040

Computed properties:
**Charge**: 0
**HOMO**: -0.3651 hartree
**LUMO level**: 0.69 eV
**Maximum force**: 1.5 eV Å⁻¹
**ΔE to the lowest compared entry with this formula, charge and spin**: 63.9 kcal per mole
**Kohn-Sham gap**: 10.62 eV

=====

The highest LUMO level belongs to which entry?
C3H3NO2